Record 1
Density functional theory data (ωB97M-V/def2-TZVPD) for 2 unconnected molecules or ions with the total composition C4H11N2S at a distorted geometry.

Calculated values
spin multiplicity = 1
LUMO energy (alpha / beta) = -6.33 / -4.69 eV
relative energy (zero: lowest compared OMol25 entry of this formula, charge and spin) = 6.240 eV
max |F| = 4.89 eV Å⁻¹
gap between HOMO and LUMO (alpha / beta) = 6.44 / 8.58 eV
total charge = +1

Each line ends with the Löwdin charge.
Element x y z (Å)
C 0.463 -1.978 1.338  0.110
C 2.116 0.553 -0.807  0.004
C -2.833 0.305 -0.566  -0.330
C -0.239 0.423 -0.314  -0.370
N 1.295 1.642 0.980  0.229
N 0.986 0.889 0.039  -0.321
S -1.589 1.271 0.301  1.027
H -0.496 -2.084 1.945  0.058
H 0.706 -2.578 0.536  -0.033
H 1.340 -1.391 1.460  -0.018
H 2.240 1.126 -1.630  0.070
H 2.141 -0.550 -1.086  0.136
H 3.090 0.549 -0.373  0.102
H -3.663 0.270 0.047  0.014
H -2.479 -0.645 -1.031  0.072
H -3.079 0.850 -1.543  0.090
H -0.483 -0.463 -0.872  0.091
H 0.483 1.807 1.577  0.069

Record 2
Density functional theory data (ωB97M-V/def2-TZVPD) for a molecular structure, C28H42LiO21 at a distorted geometry.

Calculated values
spin multiplicity = 1
LUMO energy = -1.67 eV
max |F| = 12.87 eV Å⁻¹
gap between HOMO and LUMO = 10.08 eV
total charge = +1

Each line ends with the Löwdin charge.
Element x y z (Å)
Li -0.033 -0.266 0.153  0.655
C -4.954 -0.036 2.350  -0.027
C -3.601 -0.356 2.924  -0.318
C -3.626 -1.589 3.858  -0.187
O -2.650 -2.364 3.411  0.070
C -2.276 -1.912 2.159  -0.472
O -1.513 -2.530 1.365  0.102
O -2.713 -0.714 1.904  0.098
H -5.584 0.376 3.108  0.081
H -5.470 -0.878 1.909  0.090
H -4.915 0.688 1.509  0.089
H -3.106 0.607 3.519  0.195
H -4.687 -2.128 3.843  0.171
H -3.400 -1.320 4.953  0.157
C 3.501 -3.877 4.666  -0.018
C 2.121 -3.458 4.105  -0.279
C 1.395 -2.358 4.781  -0.135
O 1.355 -1.220 3.998  0.114
C 1.601 -1.584 2.748  -0.508
O 1.238 -0.958 1.770  0.086
O 2.112 -2.851 2.800  0.076
H 4.258 -2.999 4.871  0.130
H 4.136 -4.497 3.919  0.124
H 3.595 -4.292 5.492  -0.029
H 1.381 -4.585 4.164  0.238
H 1.761 -2.239 5.646  0.071
H 0.317 -2.780 4.732  0.174
C -5.767 2.263 -2.126  -0.012
C -4.344 1.736 -2.471  -0.239
C -3.234 2.825 -2.315  -0.187
O -2.195 2.149 -1.953  0.115
C -2.572 0.985 -1.368  -0.436
O -1.804 0.201 -0.773  0.063
O -3.897 0.753 -1.493  0.095
H -6.600 1.569 -2.327  0.095
H -5.886 3.296 -2.617  0.125
H -5.988 2.437 -1.184  0.012
H -4.394 1.170 -3.469  0.177
H -3.572 3.546 -1.679  0.110
H -3.173 3.186 -3.354  0.158
C -2.192 5.379 2.323  0.031
C -1.015 4.447 2.842  -0.265
C -1.430 3.442 3.882  -0.072
O -1.212 2.162 3.262  0.029
C -0.673 2.284 1.993  -0.492
O -0.374 1.387 1.294  0.131
O -0.690 3.604 1.783  0.088
H -2.938 5.045 1.671  0.070
H -1.602 6.035 1.876  0.025
H -2.661 5.944 3.149  0.104
H -0.147 4.928 2.918  0.117
H -2.455 3.523 4.233  0.133
H -0.690 3.508 4.728  0.152
C 4.198 2.607 -3.972  -0.002
C 2.732 2.434 -3.758  -0.301
C 2.214 1.146 -4.345  -0.111
O 1.530 0.473 -3.313  0.037
C 1.649 1.251 -2.140  -0.531
O 1.051 0.951 -1.157  0.121
O 2.286 2.295 -2.456  0.161
H 4.578 3.301 -3.374  0.033
H 4.484 2.991 -4.977  0.120
H 4.849 1.758 -3.707  0.098
H 2.166 3.299 -4.209  0.177
H 2.976 0.331 -4.435  0.132
H 1.676 1.154 -5.250  0.121
C 0.632 -4.249 -4.832  0.021
C 0.302 -2.768 -4.239  -0.291
C -1.212 -2.517 -3.941  0.014
O -1.103 -2.038 -2.633  0.194
C -0.097 -2.247 -2.099  -0.709
O 0.288 -2.045 -1.037  0.159
O 0.897 -2.698 -3.015  0.051
H 0.474 -4.907 -4.225  -0.053
H 1.809 -4.394 -5.121  0.144
H 0.050 -4.399 -5.811  0.103
H 0.923 -2.025 -4.706  0.140
H -1.799 -3.392 -4.010  0.139
H -1.389 -1.665 -4.479  0.115
C 4.430 0.153 1.126  0.039
C 4.705 -1.068 0.129  -0.266
C 3.654 -1.990 -0.317  -0.136
O 3.634 -2.051 -1.710  0.081
C 4.476 -1.048 -2.159  -0.467
O 4.679 -0.807 -3.320  0.138
O 5.167 -0.485 -1.097  0.090
H 3.982 -0.199 2.104  0.096
H 3.571 0.487 0.768  0.007
H 5.136 0.911 1.357  0.078
H 5.417 -1.548 0.615  0.096
H 2.550 -1.725 0.137  0.153
H 3.684 -2.991 0.091  0.134

Record 3
Density functional theory data (ωB97M-V/def2-TZVPD) for a molecular structure, C20H22F12N2O6Sn.

Calculated values
spin multiplicity = 1
LUMO energy = 0.10 eV
relative energy (zero: lowest compared OMol25 entry of this formula, charge and spin) = 0.021 eV
max |F| = 0.28 eV Å⁻¹
gap between HOMO and LUMO = 10.22 eV
total charge = 0

Each line ends with the Löwdin charge.
Element x y z (Å)
Sn 0.138 -0.227 -0.295  1.411
O 0.973 -2.388 -0.980  -0.110
C 0.856 -2.482 -2.407  -0.165
C -0.530 -2.051 -2.857  -0.108
N -0.949 -0.759 -2.262  -0.211
C -2.354 -0.843 -1.805  -0.069
C -2.445 -1.694 -0.541  -0.624
O -3.461 -2.285 -0.263  0.096
O -1.352 -1.689 0.176  -0.162
C -0.761 0.405 -3.139  -0.070
C -0.779 1.697 -2.316  -0.589
O -1.002 2.749 -2.856  0.111
O -0.562 1.555 -1.024  -0.152
H 0.319 -2.971 -0.563  0.101
H 1.635 -1.840 -2.800  0.108
H 1.041 -3.508 -2.728  0.137
H -0.575 -1.995 -3.947  0.143
H -1.253 -2.806 -2.542  0.137
H -2.707 0.160 -1.556  0.142
H -2.999 -1.256 -2.582  0.147
H 0.204 0.332 -3.633  0.121
H -1.547 0.463 -3.894  0.147
C 2.825 -1.076 3.121  -0.076
C 1.875 -1.436 1.981  -0.498
C 1.031 -2.652 2.357  -0.073
C 0.971 -0.233 1.660  -0.203
H 3.462 -1.924 3.379  0.083
H 2.260 -0.796 4.014  0.086
H 3.467 -0.239 2.852  0.068
H 2.476 -1.699 1.105  0.104
H 0.509 -2.470 3.301  0.089
H 1.654 -3.538 2.483  0.085
H 0.265 -2.868 1.610  0.052
H 1.497 0.713 1.783  0.062
H 0.101 -0.222 2.317  0.056
F 3.934 0.346 0.436  0.166
C 4.060 0.064 -0.869  -0.538
F 5.290 0.418 -1.248  0.181
F 3.958 -1.262 -1.000  0.172
C 2.930 0.778 -1.682  -0.274
O 1.764 0.112 -1.555  -0.183
C 3.334 0.778 -3.188  -0.543
F 3.708 -0.460 -3.559  0.166
F 2.295 1.118 -3.955  0.168
F 4.336 1.613 -3.462  0.185
C 2.805 2.257 -1.193  -0.542
F 2.151 2.296 -0.024  0.152
F 3.997 2.836 -1.013  0.180
F 2.109 2.988 -2.063  0.191
F -4.801 2.299 5.120  0.148
C -5.011 2.645 3.839  -0.588
F -6.233 2.196 3.504  0.150
F -5.043 3.983 3.783  0.145
C -3.955 2.061 2.936  -0.106
C -3.743 0.691 2.946  0.026
C -2.774 0.174 2.106  -0.100
N -2.041 0.932 1.286  0.051
C -2.258 2.247 1.284  -0.088
C -3.204 2.859 2.094  0.026
H -4.316 0.038 3.590  0.130
H -2.579 -0.891 2.073  0.112
H -1.651 2.827 0.601  0.113
H -3.342 3.929 2.062  0.123

Record 4
Density functional theory data (ωB97M-V/def2-TZVPD) for a molecular structure, C35H47IN9O6PPbSTe.

Calculated values
spin multiplicity = 1
LUMO energy = -0.81 eV
relative energy (zero: lowest compared OMol25 entry of this formula, charge and spin) = 0.147 eV
max |F| = 0.63 eV Å⁻¹
gap between HOMO and LUMO = 5.66 eV
total charge = 0

Each line ends with the Löwdin charge.
Element x y z (Å)
Pb -0.614 -0.451 0.068  1.382
C 0.679 -5.093 -0.687  -0.028
C 0.981 -4.244 -1.884  -0.272
N 1.648 -4.777 -2.871  0.121
C 1.981 -4.009 -3.932  -0.114
C 1.623 -2.698 -4.054  -0.179
C 2.167 -1.892 -5.208  -0.217
O 2.927 -0.770 -4.780  -0.097
C 0.849 -2.104 -3.020  -0.099
C 0.466 -0.732 -3.193  -0.044
N -0.118 0.041 -2.341  -0.039
C -0.308 1.387 -2.720  -0.352
C 0.736 2.136 -3.265  -0.016
C 0.559 3.473 -3.581  -0.073
C -0.658 4.096 -3.351  -0.088
C -1.711 3.368 -2.817  -0.161
C -1.529 2.029 -2.511  -0.641
I -3.160 0.933 -1.796  0.978
C 0.531 -2.875 -1.884  -0.310
O -0.172 -2.476 -0.874  -0.262
H 1.343 -5.954 -0.685  0.078
H -0.355 -5.450 -0.712  0.079
H 0.809 -4.518 0.230  0.072
H 2.585 -4.490 -4.693  0.108
H 1.373 -1.492 -5.844  0.121
H 2.773 -2.558 -5.831  0.115
H 3.483 -1.059 -4.035  0.021
H 0.697 -0.304 -4.167  0.125
H 1.694 1.653 -3.410  0.112
H 1.384 4.033 -4.002  0.105
H -0.794 5.142 -3.589  0.104
H -2.673 3.833 -2.649  0.091
N -1.932 6.254 3.803  0.099
C -0.756 5.761 3.381  -0.827
S 0.690 6.368 3.881  0.693
C -0.860 4.595 2.460  -0.278
C 0.068 4.413 1.440  -0.018
C -0.056 3.305 0.617  -0.095
N -1.009 2.389 0.775  0.014
C -1.877 2.552 1.764  -0.152
C -1.860 3.641 2.619  -0.023
H -1.918 7.074 4.386  0.100
H -2.789 6.014 3.333  0.109
H 0.863 5.130 1.293  0.104
H 0.649 3.132 -0.191  0.118
H -2.617 1.767 1.888  0.106
H -2.576 3.700 3.427  0.117
C -0.032 -2.117 5.006  -0.007
N 0.182 -0.676 5.031  -0.039
C 0.651 -0.045 6.129  -0.054
C 0.874 1.286 6.134  -0.007
C 0.619 1.974 4.906  -0.370
N 0.125 1.374 3.840  0.208
C -0.123 0.046 3.863  -0.486
O -0.642 -0.570 2.933  -0.079
N 0.911 3.282 4.802  0.174
H 0.332 -2.540 5.939  0.090
H 0.507 -2.553 4.168  0.099
H -1.092 -2.341 4.887  0.093
H 0.843 -0.668 6.993  0.132
H 1.265 1.789 7.004  0.108
H 1.160 3.828 5.606  0.097
H 0.679 3.769 3.950  0.025
C 4.266 3.293 -1.811  -0.067
C 4.297 1.782 -1.773  -0.320
O 3.097 1.321 -1.133  -0.317
P 3.151 0.021 -0.172  0.063
O 1.737 -0.091 0.348  -0.529
Te 4.277 -1.798 -1.144  0.428
O 4.112 0.506 1.026  -0.324
C 3.612 0.974 2.281  -0.284
C 3.714 -0.152 3.290  -0.068
H 5.168 3.673 -2.292  0.079
H 4.214 3.696 -0.799  0.077
H 3.400 3.653 -2.368  0.055
H 5.171 1.425 -1.226  0.094
H 4.335 1.354 -2.778  0.103
H 2.580 1.317 2.179  0.091
H 4.236 1.821 2.570  0.117
H 3.077 -0.982 2.980  0.076
H 3.409 0.184 4.282  0.063
H 4.741 -0.514 3.345  0.081
C -3.663 -1.512 1.715  -0.169
C -4.737 -2.517 2.213  -0.153
N -4.462 -3.854 1.687  -0.162
C -3.118 -4.258 2.105  -0.146
C -2.060 -3.282 1.531  -0.156
N -2.735 -2.192 0.806  -0.242
C -3.488 -2.771 -0.314  -0.162
C -4.506 -3.811 0.225  -0.147
H -3.076 -1.099 2.538  0.099
H -4.122 -0.679 1.173  0.099
H -5.737 -2.222 1.888  0.113
H -4.748 -2.574 3.304  0.112
H -2.944 -5.278 1.759  0.115
H -3.097 -4.273 3.198  0.111
H -1.386 -3.769 0.827  0.089
H -1.455 -2.829 2.318  0.092
H -2.768 -3.215 -1.003  0.115
H -3.996 -1.959 -0.840  0.073
H -4.284 -4.812 -0.150  0.116
H -5.524 -3.562 -0.080  0.113

Number 1: molecular weight 119.21 u. Number 2: molecular weight 721.56 u. Number 3: molecular weight 733.09 u. Number 4: molecular weight 1214.56 u.